# 1
This record from the OMol25 dataset describes a structure of composition C52H54Cl4NO7PPbS at a distorted geometry. The level of theory is ωB97M-V with the def2-TZVPD basis set.

```
121
Properties=species:S:1:pos:R:3:forces:R:3
H 4.314 0.333 -4.046 -0.101 0.004 -0.093
C -2.474 6.157 0.813 0.064 -0.169 -0.190
H -1.053 3.612 -6.608 0.035 0.039 -0.052
C -4.622 -0.827 -2.827 0.045 0.154 0.072
C -2.711 0.704 -2.522 0.785 -0.573 0.157
H 6.832 -0.608 -1.495 0.057 -0.113 0.049
H -5.701 -0.947 -2.763 -0.182 -0.031 0.006
H 0.628 3.844 -3.887 0.064 0.051 -0.058
C -0.309 2.295 -5.084 0.188 0.024 -0.227
H -4.725 2.616 -3.048 -0.015 0.199 -0.032
H -2.153 1.577 4.801 -0.058 -0.054 0.024
C -2.837 5.595 2.028 0.040 -0.035 0.031
C 3.508 0.384 4.138 -0.027 0.062 -0.632
C -0.743 1.562 -3.822 0.333 -0.304 0.096
C 0.014 0.627 -3.228 0.265 0.433 -0.503
O 0.247 3.903 -1.682 -0.112 0.210 0.092
C 1.997 -2.028 -0.238 -0.179 -0.397 -0.206
Cl 0.383 -1.036 6.191 -0.107 -0.066 0.131
H -2.612 -0.374 3.602 0.104 -0.108 0.106
C 0.867 -0.529 3.613 -0.444 0.058 -0.192
O -0.382 1.856 -0.518 0.133 0.098 -0.121
H 2.192 -4.760 -0.195 -0.092 -0.116 -0.054
H -4.750 1.414 -4.362 0.029 0.064 -0.168
C 1.409 -0.498 4.928 0.428 0.056 0.541
C 3.402 -2.352 -0.152 0.499 -0.088 0.002
C 4.303 -1.529 -0.770 -0.190 -0.367 0.279
H 2.318 3.388 3.805 0.117 0.030 -0.061
H 1.075 3.881 -5.600 0.078 0.009 -0.122
H 2.298 0.916 -1.990 0.017 0.114 -0.103
H 5.518 2.651 -2.238 0.052 0.036 -0.057
H -2.645 7.203 0.621 -0.004 0.160 -0.038
H -2.280 2.524 -5.981 -0.150 -0.005 -0.028
C 3.833 -3.601 0.600 -0.010 -0.171 0.092
N 0.294 -0.705 -1.176 -0.960 0.089 -0.078
H 3.609 -2.683 2.559 0.085 0.099 0.111
H 2.174 -3.543 1.991 0.043 -0.044 0.148
C -4.553 1.973 2.147 0.023 0.099 -0.027
H 3.829 2.286 -2.552 -0.134 0.057 -0.060
H 7.102 1.114 -1.641 0.028 0.068 -0.038
O -2.337 -1.020 -0.974 0.435 -0.591 0.785
C 0.938 2.815 5.335 0.008 0.088 -0.002
O 1.300 -0.047 1.324 -0.389 0.077 0.584
C 6.394 0.366 -1.291 -0.199 -0.009 -0.087
C 1.723 -0.064 2.511 -0.051 -0.037 -0.027
H 5.818 -3.831 -0.280 0.089 -0.008 -0.122
H 0.938 0.644 -5.781 0.149 -0.105 0.030
H -4.265 1.832 -0.654 -0.078 0.226 0.071
H -3.281 6.213 2.793 -0.070 0.045 0.105
H 5.794 -2.898 1.226 0.106 0.122 0.062
C 3.030 0.378 2.848 0.482 -0.058 0.352
C -5.765 1.647 2.725 -0.093 0.040 0.006
C -0.323 2.311 5.601 0.006 0.051 0.090
C 1.630 -0.864 -1.044 0.904 0.273 -0.703
C 5.051 0.553 -2.011 0.118 0.160 -0.169
C -3.497 0.199 3.365 0.003 -0.072 -0.136
H -6.035 1.443 -3.161 -0.118 0.032 -0.022
H 3.676 -4.875 -1.153 0.040 -0.035 -0.108
H -0.644 2.182 6.624 -0.054 -0.020 0.083
C 0.502 2.616 2.981 -0.141 0.029 -0.008
C 3.274 -4.824 -0.143 -0.018 0.143 0.068
H -1.535 5.757 -1.088 -0.001 0.157 -0.086
H 3.574 -4.453 2.571 0.085 -0.072 0.077
H 1.601 3.078 6.146 0.048 0.020 0.046
C -1.428 3.141 -5.702 0.135 -0.146 0.126
P -1.748 1.625 1.758 -0.633 0.487 0.936
Pb -0.862 -1.300 0.883 -0.383 -0.290 -0.266
H -4.509 2.789 1.439 -0.047 -0.034 0.022
H -6.650 2.210 2.466 -0.082 0.043 -0.033
C 0.867 3.230 -4.753 -0.196 -0.037 0.035
Cl 4.027 0.905 1.564 0.140 0.245 -0.252
H 4.429 2.299 -0.895 -0.056 0.134 0.111
C 5.355 -3.742 0.700 -0.294 0.088 -0.060
H -4.306 -1.024 -3.850 -0.029 -0.044 -0.136
O -1.947 2.937 -2.191 0.334 1.115 0.873
H -5.698 0.794 -0.851 -0.195 0.073 0.129
C -5.843 0.617 3.646 -0.030 -0.049 0.007
H 6.272 0.485 -0.218 0.091 -0.016 0.175
C 0.114 1.254 -6.133 -0.057 0.148 0.150
C 3.957 -0.325 -1.424 -0.015 0.002 -0.079
C -0.435 -0.060 -2.035 0.252 -0.600 0.229
H -6.784 0.389 4.121 -0.117 -0.077 0.038
C -4.617 0.849 -0.957 0.013 -0.109 -0.257
H -4.772 -0.938 4.651 0.024 -0.076 0.043
H -4.156 0.107 -0.313 -0.035 -0.019 0.087
C -0.763 2.096 3.245 0.015 -0.133 0.031
C -3.399 1.277 2.487 0.188 -0.003 -0.086
C -4.216 0.597 -2.417 -0.111 -0.119 0.264
H -4.141 -1.545 -2.171 -0.036 -0.116 -0.007
C -4.710 -0.120 3.948 -0.085 -0.065 0.109
H 1.763 2.659 -4.524 0.158 -0.092 0.072
C 2.675 -0.033 5.196 -0.621 -0.396 0.108
C 1.341 2.982 4.020 0.085 0.093 -0.051
Cl 3.254 0.055 6.803 0.020 -0.018 0.199
H -2.891 3.847 3.238 0.008 -0.059 0.041
H 5.589 -4.645 1.258 0.011 -0.089 0.061
C -2.035 3.422 1.312 -0.057 -0.274 -0.067
C -4.967 1.588 -3.309 0.207 -0.217 0.201
C -2.616 4.254 2.277 0.092 0.069 -0.087
O 1.102 -2.729 0.309 0.294 0.414 -0.442
C 4.676 2.038 -1.920 -0.014 -0.193 0.001
Cl 5.112 0.886 4.468 0.085 0.084 0.030
H 3.546 -5.736 0.385 0.037 -0.117 0.058
H -1.753 3.927 -5.025 -0.104 0.124 0.072
C 2.619 -0.014 -1.551 -0.485 -0.105 0.069
H 5.480 -0.904 -3.566 0.017 -0.102 -0.049
H -0.721 0.597 -6.368 -0.054 -0.088 -0.060
H 0.814 2.729 1.951 0.169 0.017 -0.065
C 5.229 0.153 -3.486 -0.055 0.025 0.162
C 3.259 -3.566 2.025 -0.066 0.011 -0.079
H 0.989 0.370 -3.612 0.120 -0.017 -0.087
S -0.785 3.094 -1.109 -0.291 0.605 -0.548
H 0.428 1.756 -7.044 0.053 0.064 -0.133
H 6.033 0.730 -3.940 0.083 0.083 -0.041
C -2.073 1.869 -3.193 -0.170 -1.073 -0.022
C -1.895 -0.151 -1.808 -1.262 0.970 -1.071
C -1.173 1.959 4.566 -0.017 0.036 -0.058
H 5.344 -1.787 -0.709 0.143 -0.021 0.035
C -1.875 5.361 -0.144 -0.013 0.318 -0.037
C -1.667 4.019 0.119 0.202 -0.442 -0.318
H -2.746 2.318 -3.919 0.154 0.012 0.185
O -0.321 -0.869 3.385 0.467 -0.050 0.046
```
Positions in Å, forces in eV/Å.

Output
Maximum force = 0.037 hartree/bohr
HOMO level (spin up / spin down) = -7.4 / -7.4 eV
Frontier orbital gap (spin up / spin down) = 5.8 / 5.2 eV

Results of the Löwdin charge analysis, in e, for atoms 1 through 99: 0.080 -0.053 0.088 -0.035 -0.065 0.080 0.083 0.064 -0.528 0.085 0.099 -0.048 -0.719 -0.084 0.051 -0.250 -0.291 0.748 0.084 -0.396 -0.330 0.078 0.085 -0.616 -0.070 0.022 0.113 0.088 0.113 0.088 0.108 0.089 -0.527 0.063 0.086 0.075 -0.115 0.072 0.087 -0.263 -0.083 -0.125 -0.053 -0.380 0.084 0.073 0.074 0.111 0.090 -0.613 -0.073 -0.086 -0.170 -0.546 -0.118 0.085 0.090 0.106 -0.094 -0.030 0.118 0.089 0.108 -0.047 1.126 1.587 0.098 0.105 -0.025 0.825 0.065 -0.055 0.087 -0.169 0.090 -0.083 0.067 -0.036 -0.170 -0.167 0.101 -0.034 0.107 0.075 -0.355 -0.366 -0.527 0.074 -0.071 0.078 -0.722 -0.070 0.704 0.115 0.087 -0.289 -0.048 -0.081 -0.114

=====

# 2
This record from the OMol25 dataset describes a structure of composition C52H54IrN4OS2. The level of theory is ωB97M-V with the def2-TZVPD basis set.

```
114
Properties=species:S:1:pos:R:3:forces:R:3
C 2.898 -2.002 1.977 0.039 -0.295 0.208
S 1.087 -2.516 -2.372 -0.030 -0.027 0.102
C -1.121 -0.620 -4.932 0.021 -0.022 -0.047
H -2.394 -4.039 2.333 0.036 0.023 -0.067
C -5.041 0.095 -0.887 -0.369 -0.073 -0.114
S 1.347 1.095 -1.750 -0.165 -0.005 -0.068
C -3.470 -3.575 -2.922 0.022 0.029 0.054
C -4.317 1.731 0.697 0.118 -0.120 -0.050
H -7.177 0.140 -1.245 0.038 -0.009 -0.011
C 4.148 -0.310 0.803 0.098 0.069 -0.004
H 4.145 0.614 0.233 0.020 -0.075 0.047
C 1.573 -2.544 2.371 0.150 -0.047 0.183
H -1.788 1.142 3.991 0.076 0.003 0.020
H -1.205 -3.823 1.045 -0.201 -0.010 0.015
H -6.679 3.725 2.070 0.059 -0.046 -0.025
C -2.969 -2.593 -0.762 -0.021 -0.068 0.069
H -2.414 3.721 2.675 -0.044 0.018 0.000
C -3.533 -3.603 -1.540 0.027 -0.017 -0.013
N 0.979 -2.892 0.194 0.061 -0.124 -0.614
C -2.269 -3.926 1.250 -0.011 -0.185 -0.091
C 1.682 0.977 4.276 0.000 0.040 0.024
H 2.522 1.152 3.600 -0.055 -0.008 0.025
H 5.226 -5.236 -4.923 -0.018 0.033 0.061
H -2.295 5.151 -1.590 0.041 0.015 0.048
C 5.489 -5.334 -2.791 -0.051 0.070 0.002
H -2.685 4.926 0.121 0.038 0.006 -0.048
H -7.672 1.939 0.328 0.066 0.005 -0.008
C -4.018 0.649 -0.173 0.341 -0.040 0.121
C -6.649 1.604 0.190 0.033 0.108 0.111
H 1.787 1.633 5.148 0.020 -0.061 -0.066
C 5.150 -4.764 -1.568 -0.032 0.037 -0.035
C 0.432 4.609 -1.377 0.013 0.062 0.021
H 3.049 -1.333 -1.755 0.056 0.099 -0.008
H 0.493 -2.087 4.177 0.040 -0.011 -0.022
H 1.750 -0.053 4.631 -0.016 -0.005 0.015
H -4.018 -4.439 -1.047 0.008 0.058 -0.018
H -1.939 -0.786 -5.644 0.077 0.012 0.055
H 1.222 3.860 -1.411 -0.013 -0.004 0.022
H 3.707 -3.285 -4.825 0.034 -0.043 0.069
C -2.834 -2.518 -3.555 0.032 0.016 0.012
C 0.830 -1.961 -0.666 -0.072 -0.033 0.429
C -0.833 1.056 4.520 -0.010 0.015 0.031
H 0.263 0.439 2.794 0.001 -0.050 -0.092
C 1.242 -2.802 3.824 0.034 0.180 0.013
C 0.638 4.955 2.983 -0.037 -0.048 -0.063
N -1.745 -0.447 -0.665 -0.199 -0.107 -0.290
C 2.815 -1.965 -2.609 -0.007 -0.069 -0.039
H -0.792 0.036 -2.943 0.172 0.032 0.100
C 0.311 2.559 2.872 -0.011 -0.007 0.099
H -0.806 0.080 5.018 -0.005 0.066 -0.040
H 1.076 3.601 4.583 -0.011 0.014 -0.069
C -3.274 3.282 2.184 -0.201 0.274 0.274
C -2.549 0.444 -0.092 -0.512 -0.122 -0.119
H 5.550 -5.173 -0.646 -0.013 0.022 -0.044
H -3.541 0.572 -4.143 0.070 0.040 0.033
H 6.156 -6.188 -2.831 -0.032 0.035 0.002
H 0.863 5.546 -1.007 -0.049 -0.048 -0.053
H 0.830 -3.804 3.955 0.015 0.044 -0.047
H -2.627 -4.845 0.772 -0.032 0.069 0.068
H -4.682 4.612 3.159 0.035 -0.034 -0.016
C 4.296 -3.670 -1.517 0.053 -0.065 -0.032
H -2.656 -1.825 1.207 0.073 0.073 0.011
H 2.852 -1.349 -3.507 0.033 -0.040 -0.003
H 0.953 5.834 3.535 -0.021 -0.035 -0.018
C 0.173 5.078 1.682 0.081 -0.011 -0.010
H -4.869 -0.707 -1.594 -0.046 -0.018 0.033
H -4.936 -3.839 0.954 0.025 0.082 0.012
C 4.093 -2.648 2.288 -0.020 -0.065 -0.049
C -3.074 -2.722 0.754 -0.003 -0.025 -0.037
C 4.114 -3.702 -3.908 0.006 0.032 0.000
H -2.780 -2.498 -4.638 -0.009 -0.007 0.094
C 0.709 3.700 3.566 0.017 -0.029 -0.025
C 5.327 -0.983 1.089 -0.083 -0.041 -0.033
C -2.633 0.874 -3.608 -0.033 0.020 0.002
C -0.243 3.967 0.953 0.015 0.123 -0.077
C -2.255 -1.485 -2.823 -0.117 0.068 -0.024
C 2.915 -0.787 1.275 -0.125 0.222 -0.142
C -3.145 2.256 1.296 0.258 -0.254 -0.206
H -0.805 1.832 5.294 -0.007 -0.058 -0.038
H -2.187 1.721 -4.141 -0.025 -0.094 0.053
Ir 0.287 -0.062 -0.186 0.083 -0.530 0.095
C -2.326 -1.530 -1.417 0.123 0.295 0.095
C -1.639 -0.293 -3.534 -0.159 -0.066 -0.025
O 1.816 -0.054 1.171 0.218 0.187 0.255
H 0.139 6.059 1.218 -0.018 -0.050 0.024
C -4.526 -2.864 1.237 0.016 0.010 -0.046
C -6.367 0.593 -0.687 0.270 -0.166 -0.072
H -2.925 1.222 -2.615 0.018 -0.027 -0.060
H 0.079 4.778 -2.400 0.017 -0.028 0.085
H -4.559 -2.797 2.328 0.017 -0.030 -0.076
H -5.180 -2.092 0.833 0.017 0.059 -0.032
H -3.906 -4.379 -3.504 0.011 0.042 0.023
H 4.058 -3.570 2.866 -0.001 0.076 -0.054
C -5.705 3.299 1.849 -0.089 -0.092 -0.107
C -1.880 5.163 -0.578 -0.063 0.017 0.042
C -5.593 2.222 0.921 -0.121 0.053 0.013
C -4.584 3.793 2.455 0.339 -0.047 -0.008
H -0.482 -1.506 -4.918 -0.029 0.042 0.002
H -0.529 0.220 -5.303 -0.032 -0.032 0.011
H 2.128 -2.694 4.452 -0.030 -0.011 -0.035
C 5.315 -2.153 1.849 -0.177 0.105 -0.034
C 4.968 -4.799 -3.963 -0.006 0.023 0.046
N 0.668 -2.814 1.521 0.058 0.145 -0.118
C -0.725 4.160 -0.477 0.065 0.020 -0.010
C -2.014 1.459 0.746 -0.413 0.276 0.218
H 6.268 -0.592 0.717 -0.036 0.000 0.020
H -1.083 3.201 -0.849 0.045 -0.053 -0.026
C 0.352 1.204 3.559 -0.053 0.154 0.034
N -0.711 1.560 0.894 0.519 0.470 0.070
H 4.027 -3.232 -0.562 0.001 -0.005 0.006
H 6.238 -2.670 2.085 -0.023 0.005 -0.012
C 3.769 -3.128 -2.688 -0.058 0.035 0.049
H -1.539 6.183 -0.372 -0.017 -0.064 0.006
C -0.188 2.709 1.572 -0.241 -0.371 -0.039
```
Positions in Å, forces in eV/Å.

Output
Maximum force = 0.014 hartree/bohr
HOMO level (spin up / spin down) = -3.3 / -5.2 eV
Frontier orbital gap (spin up / spin down) = 5.3 / 6.6 eV
Charge = -1
2S+1 = 5

Results of the Löwdin charge analysis, in e, for atoms 1 through 99: -0.133 0.857 -0.087 0.079 -0.007 0.164 -0.075 -0.084 0.099 -0.021 0.109 -0.295 0.072 0.038 0.106 -0.136 0.110 -0.046 -0.053 -0.067 -0.059 0.087 0.093 0.079 -0.112 0.064 0.105 -0.078 -0.033 0.070 -0.083 -0.078 0.039 0.063 0.064 0.106 0.071 0.017 0.109 -0.040 -0.715 -0.049 0.093 -0.026 -0.080 -0.039 -0.440 0.027 -0.132 0.070 0.105 -0.008 -0.191 0.098 0.084 0.091 0.074 0.075 0.075 0.099 -0.030 0.122 0.068 0.096 -0.048 0.112 0.071 -0.052 -0.356 -0.057 0.101 -0.042 -0.101 -0.045 -0.142 -0.155 -0.376 -0.073 0.078 0.079 1.068 -0.176 -0.395 -0.317 0.106 -0.065 -0.066 0.061 0.079 0.078 0.062 0.097 0.111 -0.034 -0.059 -0.160 -0.068 0.064 0.079

=====

Q: Among the records above, which one has the highest maximum force?
A: C52H54Cl4NO7PPbS

=====

Q: Which of these has the highest maximum force?
A: C52H54Cl4NO7PPbS

=====

Q: Which of these has the highest maximum force?
A: C52H54Cl4NO7PPbS

=====

Q: Which of these has the highest maximum force?
A: C52H54Cl4NO7PPbS